[1]
Here is the molecule C3H9N3 at a distorted geometry from the OMol25 dataset. Energies are from the ωB97M-V functional and the def2-TZVPD basis.

Cartesian coordinates (Å):
C 0.30 -0.14 -0.13
C 0.47 1.37 -0.24
N 1.29 -0.75 0.71
N 0.28 -0.88 -1.34
C -1.21 -0.58 0.24
N -2.00 0.11 1.01
H 1.27 -1.76 0.58
H 1.08 -0.57 1.69
H 0.73 -0.32 -2.07
H -0.93 -0.88 -1.45
H -1.46 0.78 1.57
H -1.35 -1.67 0.22
H 1.53 1.64 -0.25
H -0.01 1.75 -1.14
H 0.01 1.90 0.60

Properties
* net charge: 0
* SMILES: [H]/N=C\C(C)(N)N
* gap between HOMO and LUMO: 0.346 Eh
* energy above the lowest of the compared OMol25 structures with the same formula, charge and spin: 283.2 kJ/mol
* E_HOMO: -8.92 eV
* electronic energy: -283.87522 Ha

Here are the Mulliken charges for atoms 1 to 4, given in e: C 1.00; C -1.45; N -0.71; N -0.73

---

[2]
Here is a cluster of 2 separate species, C9H12ClN in total at a distorted geometry from the OMol25 dataset. Energies are from the ωB97M-V functional and the def2-TZVPD basis.

Cartesian coordinates (Å):
C 0.54 2.50 -0.98
C 0.35 1.31 -1.75
C 0.17 2.37 0.28
C -0.16 0.11 -1.29
C -0.39 1.20 0.82
C -0.69 0.14 0.06
C 2.78 -0.72 1.26
C -2.76 -1.60 -1.00
C -1.19 -1.04 0.71
N -2.07 -1.76 0.15
Cl -0.89 -1.59 2.30
H 1.03 3.33 -1.40
H 0.66 1.19 -2.76
H 0.29 3.10 1.05
H -0.16 -0.77 -1.87
H -0.62 1.26 1.91
H 1.87 -0.15 1.26
H 2.72 -1.51 0.50
H 3.65 -0.13 0.94
H -2.44 -1.10 -1.85
H 2.91 -1.08 2.28
H -3.21 -2.45 -1.28
H -2.38 -2.60 0.67

Properties
* net charge: 0
* gap between HOMO and LUMO (spin up / spin down): 0.265 / 0.265 Eh
* energy above the lowest of the compared OMol25 structures with the same formula, charge and spin: 340.6 kJ/mol
* E_HOMO (spin up / spin down): -6.77 / -6.77 eV
* electronic energy: -864.96616 Ha

Here are the Mulliken charges for atoms 1 to 4, given in e: C -0.92; C -0.39; C -0.28; C -0.45

---

[3]
Here is a cluster of 3 separate species, C34H64NO7P in total at a distorted geometry from the OMol25 dataset. Energies are from the ωB97M-V functional and the def2-TZVPD basis.

Cartesian coordinates (Å):
C 5.64 0.20 3.19
C 5.08 -1.19 2.72
C 4.44 -1.91 3.95
C 2.89 -1.90 3.99
C 2.20 -2.41 2.70
C 1.83 -3.91 2.70
C 3.04 -4.88 2.70
C 3.97 -4.79 1.46
C 3.25 -4.53 0.10
C 3.69 -3.16 -0.50
C 4.33 -3.23 -1.90
C 4.98 -1.84 -2.20
C 3.92 -0.74 -2.46
C 4.02 0.50 -1.52
C 2.69 0.95 -0.92
C 1.62 1.56 -1.89
C 0.26 0.97 -1.34
C -0.69 1.16 -2.56
C -2.20 0.83 -2.33
C -2.48 -0.45 -1.56
C -2.35 -0.55 -0.18
C -2.58 -1.72 0.53
C -2.98 -2.86 -0.19
C -3.13 -2.78 -1.60
C -2.88 -1.60 -2.26
P -0.02 2.17 0.12
O -1.48 2.98 -0.06
O 0.07 1.35 1.58
C 0.79 -0.43 -0.99
O 0.37 -1.53 -1.27
N 1.99 -0.18 -0.25
H 6.12 0.70 2.34
H 4.79 0.75 3.60
H 6.33 0.00 4.02
H 4.37 -0.96 1.92
H 5.90 -1.82 2.36
H 4.85 -2.92 4.07
H 4.78 -1.35 4.84
H 2.51 -0.90 4.23
H 2.60 -2.59 4.80
H 2.74 -2.19 1.78
H 1.24 -1.86 2.63
H 1.12 -4.08 1.87
H 1.27 -4.12 3.63
H 3.65 -4.60 3.57
H 2.72 -5.92 2.87
H 4.47 -5.77 1.37
H 4.77 -4.06 1.63
H 3.56 -5.31 -0.62
H 2.16 -4.59 0.16
H 2.79 -2.53 -0.59
H 4.40 -2.61 0.14
H 5.07 -4.04 -2.00
H 3.55 -3.38 -2.67
H 5.61 -1.62 -1.32
H 5.67 -1.99 -3.05
H 2.92 -1.20 -2.39
H 4.05 -0.39 -3.50
H 4.78 0.30 -0.75
H 4.41 1.34 -2.12
H 2.81 1.66 -0.08
H 1.64 2.65 -1.95
H 1.90 1.09 -2.85
H -0.31 0.56 -3.40
H -0.64 2.23 -2.83
H -2.64 0.69 -3.33
H -2.75 1.67 -1.88
H -2.05 0.35 0.37
H -2.42 -1.70 1.61
H -3.15 -3.78 0.37
H -3.42 -3.69 -2.14
H -3.00 -1.58 -3.35
H -2.16 2.52 0.47
H -0.80 1.36 2.01
H 1.93 -0.13 0.75
C 0.02 8.10 0.34
O 0.01 6.88 -0.39
C -1.12 6.06 -0.09
C -2.17 6.16 -1.16
O -2.77 7.45 -1.21
C -2.27 8.25 -2.27
H 0.78 8.74 -0.10
H -0.94 8.61 0.29
H 0.29 7.91 1.38
H -1.53 6.32 0.89
H -0.76 5.04 -0.04
H -2.98 5.45 -0.93
H -1.76 5.89 -2.14
H -2.66 7.89 -3.22
H -1.17 8.24 -2.30
H -2.61 9.27 -2.11
C -6.76 -1.18 1.69
O -6.52 -0.25 0.66
C -5.94 -0.85 -0.50
C -6.98 -1.06 -1.59
O -7.94 -2.03 -1.21
C -9.17 -1.45 -0.79
H -7.39 -0.70 2.44
H -7.28 -2.07 1.33
H -5.81 -1.48 2.16
H -5.43 -1.78 -0.24
H -5.17 -0.17 -0.87
H -6.47 -1.44 -2.48
H -7.46 -0.11 -1.85
H -9.71 -1.05 -1.65
H -9.01 -0.66 -0.05
H -9.77 -2.24 -0.33

Properties
* net charge: 0
* SMILES: CCCCCCCCCCCCCC[C@H]1C[C@](CCc2ccccc2)(P(O)O)C(=O)N1.COCCOC.COCCOC
* gap between HOMO and LUMO: 0.316 Eh
* E_HOMO: -8.56 eV
* electronic energy: -2256.57862 Ha

Here are the Mulliken charges for atoms 1 to 4, given in e: C -1.58; C 0.91; C -0.64; C -0.98

---

[4]
Here is the molecule C3H4BrNO2 at a distorted geometry from the OMol25 dataset. Energies are from the ωB97M-V functional and the def2-TZVPD basis.

Cartesian coordinates (Å):
C 0.47 0.21 -0.04
C -0.81 0.01 -0.01
C 1.56 -0.79 0.07
N -1.82 1.15 -0.09
O -1.44 2.24 -0.48
O -2.91 0.90 0.35
Br -1.70 -1.70 -0.02
H 0.80 1.19 0.16
H 1.92 -0.83 1.07
H 1.44 -1.76 -0.48
H 2.50 -0.62 -0.53

Properties
* net charge: 0
* SMILES: C/C=C(\Br)[N+](=O)[O-]
* gap between HOMO and LUMO: 0.363 Eh
* energy above the lowest of the compared OMol25 structures with the same formula, charge and spin: 342.7 kJ/mol
* E_HOMO: -10.29 eV
* electronic energy: -2895.81612 Ha

Here are the Mulliken charges for atoms 1 to 4, given in e: C 0.17; C -0.05; C -1.15; N 0.90